Entry 1:
17
Properties=species:S:1:pos:R:3:forces:R:3:lowdin_charge:R:1 method="wB97M-V/def2-TZVPD" de_lowest_kcal_mol=27.9 orbital_gap_ev=9.6 mol_weight_g_mol=98.145
C 0.23332 -0.21291 2.05490 -0.0655 0.0080 -0.0197 -0.071
C 1.13262 -0.09819 0.84521 0.0541 0.0424 0.1186 -0.305
C 0.91989 -1.03180 -0.31565 -0.0130 -0.1798 -0.0361 -0.095
C 0.65075 0.44702 -0.47823 0.0750 0.1112 -0.0596 -0.249
C -0.63747 1.14656 -0.77456 -0.0345 -0.0912 -0.1484 -0.076
C -1.62347 0.71594 -1.56715 0.0212 0.3320 0.2380 -0.201
O -1.83458 -0.55588 -1.99244 0.1752 -0.1079 0.0890 0.011
H 0.61072 -0.98471 2.73610 -0.0601 0.1201 -0.0992 0.076
H -0.78622 -0.49423 1.77028 0.1077 0.0771 -0.0183 0.078
H 0.17525 0.72866 2.61304 0.0248 -0.1238 -0.1185 0.076
H 2.16906 0.13829 1.08290 -0.1757 -0.0598 -0.0584 0.130
H 1.77907 -1.44619 -0.83850 -0.1830 0.0967 0.1077 0.103
H 0.10183 -1.74187 -0.20973 0.0434 0.1309 0.0538 0.099
H 1.45185 0.93331 -1.03566 -0.0479 -0.0505 0.1163 0.135
H -0.68466 2.19197 -0.47314 0.0429 -0.1477 -0.1721 0.103
H -2.36633 1.39252 -1.98136 -0.0349 -0.0865 0.2956 0.114
H -1.29164 -1.12850 -1.43601 0.0703 -0.0710 -0.2886 0.071


Entry 2:
50
Properties=species:S:1:pos:R:3:forces:R:3:lowdin_charge:R:1 method="wB97M-V/def2-TZVPD" de_lowest_kcal_mol=0.0 orbital_gap_ev=7.2 mol_weight_g_mol=387.447
C 3.55544 1.08828 3.17018 0.0152 -1.6362 1.7640 -0.052
C 2.26158 1.63361 2.74044 -0.3808 -0.5147 -0.3238 -0.305
N 1.79737 2.68970 3.32458 -0.9939 0.2592 -0.0772 0.144
N 0.60232 2.92878 2.71149 -1.3993 0.2946 -1.5218 -0.030
C -0.29074 3.85583 3.28287 -1.3198 0.7429 0.3461 -0.194
C -1.69267 3.65059 3.25570 0.4691 -0.4933 -0.4449 -0.027
C -2.58650 4.50907 3.87447 0.4647 -0.6979 -0.1053 -0.102
C -2.08949 5.55300 4.60642 0.2168 1.7152 0.5657 -0.116
C -0.71540 5.84251 4.62869 0.1567 -0.8950 -0.4195 -0.066
C 0.18952 4.99086 3.94245 -0.4987 0.2584 0.5760 -0.015
C 0.35911 2.07537 1.60701 0.1973 0.1826 0.8841 -0.166
N -0.69513 2.11257 0.69741 -0.1196 -0.5022 0.8156 -0.176
C -1.03333 3.33572 0.01891 -0.0172 0.5998 0.4724 -0.071
C -1.27964 0.87438 0.13029 0.0279 0.2962 1.4334 -0.047
C 1.39161 1.18376 1.67067 1.4706 -0.7690 0.0681 -0.101
C 1.67111 0.07098 0.77224 1.8995 -2.2444 1.0037 -0.053
N 2.49754 -0.88146 1.20404 -1.1217 1.8721 -0.6304 0.058
N 2.90618 -1.95529 0.46784 -0.3554 -0.7264 -1.6962 0.022
C 2.42694 -2.53001 -0.71988 -1.9606 1.7974 -0.1804 -0.161
N 1.41678 -1.94864 -1.44824 2.7574 -0.4056 2.9110 0.175
C 0.94082 -2.60602 -2.49961 -0.2873 -0.3881 -0.5429 -0.244
C -0.12325 -2.02487 -3.22405 -0.0332 -0.8472 -0.7476 -0.021
C -0.68790 -2.70319 -4.27978 0.2623 -0.2871 0.2282 -0.085
C -0.15149 -3.94087 -4.70864 1.1017 -0.0377 0.8834 -0.062
C 0.94840 -4.46536 -4.01867 -1.9473 0.2132 -1.5306 -0.028
C 1.45939 -3.86838 -2.88428 -0.0172 0.6402 0.1040 -0.238
N 2.46356 -4.46922 -2.19946 0.1689 2.1443 1.6696 0.178
C 2.92831 -3.79744 -1.13298 0.1252 -2.7896 -2.2303 -0.267
O 3.94756 -4.51739 -0.55500 -0.4979 1.4257 0.3619 0.057
H 4.24928 1.18679 2.38100 1.0010 -0.1072 -0.9289 0.058
H 3.45160 -0.01530 3.41355 0.2115 1.3209 -0.3691 0.091
H 3.97220 1.59042 4.06994 -0.5360 -0.0709 -0.6336 0.088
H -2.11676 2.78897 2.75680 0.2756 -0.1059 -0.1096 0.106
H -3.65016 4.29704 3.84089 0.1333 0.0468 -0.0248 0.106
H -2.79894 6.21443 5.12764 0.5026 -0.2902 -0.1787 0.106
H -0.35606 6.70328 5.20119 -0.0405 -0.3757 -0.3057 0.102
H 1.26791 5.13010 3.97048 -0.2508 0.1789 0.0657 0.104
H -2.08251 3.58831 0.18205 -0.1319 0.0896 0.0363 0.081
H -0.89218 3.25345 -1.05743 0.2445 -0.0129 -0.1980 0.083
H -0.42810 4.16881 0.41906 -0.2421 -0.4014 -0.3029 0.101
H -0.82376 0.64940 -0.81629 0.2996 -0.4385 -0.4805 0.059
H -1.20367 0.02742 0.85490 0.2924 0.6798 -0.6724 0.112
H -2.35314 0.99721 -0.04824 0.0805 0.3395 0.0763 0.084
H 1.23676 0.02579 -0.20266 -0.2445 -0.0426 -0.4364 0.073
H 3.72660 -2.43177 0.82330 -0.3631 0.3053 0.3360 0.138
H -0.47998 -1.04849 -2.97398 -0.1191 0.3442 0.3960 0.095
H -1.55837 -2.28627 -4.75247 -0.1232 0.1165 -0.3190 0.096
H -0.53645 -4.48440 -5.56838 -0.0334 0.2400 0.1785 0.101
H 1.38104 -5.36090 -4.37833 0.4369 -0.8728 -0.1219 0.098
H 4.03552 -5.22229 -1.21929 0.2237 -0.1503 0.3565 0.111